Formula: C13H33Cl6N7O14
Source: the OMol25 dataset
Level of theory: ωB97M-V/def2-TZVPD

Cartesian coordinates (Å):
C1 -17.942 -24.567 -12.444
N1 -16.792 -24.860 -13.334
O1 -15.716 -24.979 -12.821
O2 -17.003 -24.941 -14.506
H1 -18.585 -23.886 -12.982
H2 -17.495 -24.051 -11.603
H3 -18.431 -25.487 -12.153
C2 -23.659 -27.222 -9.045
N2 -23.008 -26.788 -10.308
O3 -21.806 -26.930 -10.396
O4 -23.695 -26.334 -11.187
H4 -24.111 -26.378 -8.544
H5 -22.921 -27.782 -8.500
H6 -24.478 -27.874 -9.363
C3 -20.312 -26.322 -7.465
N3 -21.292 -25.442 -6.762
O5 -22.280 -25.125 -7.377
O6 -21.042 -25.094 -5.637
H7 -20.148 -25.867 -8.438
H8 -20.808 -27.282 -7.554
H9 -19.405 -26.384 -6.884
C4 -21.009 -21.830 -6.834
N4 -21.435 -20.690 -7.683
O7 -21.898 -19.731 -7.151
O8 -21.346 -20.867 -8.868
H10 -20.192 -22.335 -7.322
H11 -21.896 -22.461 -6.806
H12 -20.752 -21.528 -5.828
C5 -22.231 -23.239 -11.017
N5 -20.777 -23.181 -10.845
O9 -20.117 -22.586 -11.662
O10 -20.313 -23.720 -9.866
H13 -22.642 -22.300 -10.649
H14 -22.622 -24.034 -10.396
H15 -22.500 -23.400 -12.055
C6 -22.152 -19.507 -11.967
N6 -21.351 -18.755 -12.982
O11 -21.982 -18.062 -13.752
O12 -20.119 -18.875 -12.957
H16 -22.697 -18.674 -11.505
H17 -21.521 -19.920 -11.189
H18 -22.820 -20.215 -12.434
C7 -17.223 -22.416 -8.409
N7 -17.701 -21.393 -7.446
O13 -17.314 -21.464 -6.308
O14 -18.488 -20.571 -7.871
H19 -17.699 -22.244 -9.366
H20 -17.449 -23.402 -8.018
H21 -16.149 -22.297 -8.537
Cl1 -24.431 -27.846 -14.680
C8 -22.728 -27.443 -14.309
C9 -22.609 -25.923 -14.272
Cl2 -20.904 -25.462 -14.114
H22 -22.076 -27.804 -15.097
H23 -22.461 -27.910 -13.368
H24 -23.250 -25.495 -13.514
H25 -22.936 -25.620 -15.264
Cl3 -20.894 -21.455 -17.643
C10 -20.181 -21.173 -16.048
C11 -20.995 -21.758 -14.897
Cl4 -22.735 -21.411 -15.016
H26 -20.049 -20.111 -15.874
H27 -19.208 -21.660 -16.017
H28 -20.644 -21.169 -14.047
H29 -20.864 -22.810 -14.704
Cl5 -28.471 -25.474 -10.396
C12 -27.182 -24.253 -10.564
C13 -26.959 -23.928 -12.013
Cl6 -25.419 -23.022 -12.215
H30 -26.316 -24.697 -10.086
H31 -27.512 -23.371 -10.025
H32 -27.733 -23.274 -12.398
H33 -26.859 -24.804 -12.642

The SMILES is C[N+](=O)[O-].C[N+](=O)[O-].C[N+](=O)[O-].C[N+](=O)[O-].C[N+](=O)[O-].C[N+](=O)[O-].C[N+](=O)[O-].ClCCCl.ClCCCl.ClCCCl. As for the energy: -4712.28473 a.u. Its HOMO-LUMO gap is 9.95 eV. Its charge is 0. For the energy above the lowest of the compared OMol25 structures with the same formula, charge and spin, the calculation gives 0.000 eV. The largest force on an atom comes out at 1.67 eV/A.

Here are the Löwdin charges for atoms 1 to 2, given in e: number 1, C, carries 0.01; number 2, N, carries -0.47